1.
Below is a cluster of 2 separate species, C4H4ClNOS in total, with properties calculated with the ωB97M-V functional and the def2-TZVPD basis.

The highest occupied orbital energy (alpha / beta) comes out at -7.79 / -7.79 eV. Its net charge is 0. The value obtained for the gap between HOMO and LUMO (alpha / beta) is 7.9 / 7.9 eV. The total energy is -1143.0666 a.u. As for the energy above the lowest of the compared OMol25 structures with the same formula, charge and spin: 75.7 kcal/mol. For the strongest force on any atom, the calculation gives 0.0729 Eh/bohr.

Last column: Löwdin charge in e.
Atoms and positions in Å:
C: -1.017 0.060 0.826  -0.232
C: 1.329 -1.100 -0.216  -0.183
C: -1.321 0.331 -0.645  -0.441
C: 0.952 0.882 0.498  -1.079
N: 0.060 0.507 1.420  -0.018
O: 0.458 -1.824 0.118  0.020
S: 0.262 0.928 -1.241  0.870
Cl: 2.411 1.700 0.892  0.636
H: -1.479 -0.872 1.351  0.150
H: 2.033 -1.032 -1.044  0.090
H: -1.516 -0.630 -1.206  0.095
H: -2.172 1.049 -0.753  0.091

=====

2.
Below is the molecule C3H6N2, with properties calculated with the ωB97M-V functional and the def2-TZVPD basis.

The highest occupied orbital energy comes out at -9.80 eV. Its net charge is 0. The value obtained for the gap between HOMO and LUMO is 10.9 eV. The total energy is -227.2877 a.u. As for the energy above the lowest of the compared OMol25 structures with the same formula, charge and spin: 86.1 kcal/mol. The SMILES is [H]/N=C\N1CC1. For the strongest force on any atom, the calculation gives 0.1103 Eh/bohr.

Last column: Löwdin charge in e.
Atoms and positions in Å:
C: -1.073 -0.594 -0.475  -0.312
C: 1.084 0.150 -0.360  -0.093
C: 0.261 1.050 0.439  -0.183
H: 0.097 -1.476 1.092  0.079
H: -2.073 -0.568 -0.925  0.110
H: 1.783 0.584 -1.104  0.115
H: 1.104 -0.932 -0.042  0.085
H: -0.505 0.735 1.346  0.173
H: 0.482 2.092 0.378  0.086
N: -0.780 -1.583 0.406  0.023
N: -0.379 0.540 -0.755  -0.084

=====

3.
Below is the molecule C6H10O, with properties calculated with the ωB97M-V functional and the def2-TZVPD basis.

The highest occupied orbital energy comes out at -8.11 eV. Its net charge is 0. The value obtained for the gap between HOMO and LUMO is 6.6 eV. The total energy is -309.7025 a.u. As for the energy above the lowest of the compared OMol25 structures with the same formula, charge and spin: 87.8 kcal/mol. For the strongest force on any atom, the calculation gives 0.0382 Eh/bohr.

Last column: Löwdin charge in e.
Atoms and positions in Å:
C: 0.309 0.661 2.539  -0.049
C: 0.260 0.207 1.113  -0.244
C: -0.976 0.365 0.497  -0.075
C: -1.332 0.011 -0.781  0.052
C: -0.544 -0.981 -1.576  -0.471
O: 0.326 -0.264 -2.310  -0.158
C: 1.492 0.164 0.318  -0.051
H: 1.184 0.253 3.050  0.086
H: 0.318 1.754 2.566  0.103
H: -0.578 0.276 3.055  0.087
H: -1.759 0.780 1.127  0.121
H: -2.236 0.407 -1.222  0.120
H: -0.035 -1.601 -0.807  0.093
H: -1.203 -1.653 -2.153  0.109
H: 1.367 0.654 -0.649  0.085
H: 1.779 -0.829 -0.032  0.101
H: 2.369 0.598 0.797  0.090

=====

4.
Below is a structure of composition C2H3N3S, with properties calculated with the ωB97M-V functional and the def2-TZVPD basis.

The highest occupied orbital energy (alpha / beta) comes out at -8.17 / -8.17 eV. Its net charge is 0. The value obtained for the gap between HOMO and LUMO (alpha / beta) is 7.6 / 7.1 eV. The total energy is -640.2007 a.u. As for the energy above the lowest of the compared OMol25 structures with the same formula, charge and spin: 162.6 kcal/mol. For the strongest force on any atom, the calculation gives 0.1364 Eh/bohr.

Last column: Löwdin charge in e.
Atoms and positions in Å:
C: -0.666 1.060 -0.433  -0.527
C: -1.626 0.302 -1.148  -0.529
N: -0.735 -0.775 -1.056  -0.035
N: 0.114 -0.210 -0.187  -0.171
N: 1.093 -0.819 0.579  0.130
S: -0.771 1.471 -2.188  0.828
H: -0.672 1.933 0.293  0.130
H: -0.728 -1.793 -1.369  0.198
H: 1.267 -0.308 1.356  -0.024